i | Formula: C2H4N2O2S2
Source: the OMol25 dataset
Level of theory: ωB97M-V/def2-TZVPD

Structure (XYZ):
```
12
C2H4N2O2S2 ωB97M-V/def2-TZVPD
C -1.3761 -0.4886 0.0727
C 1.2132 -0.2612 -0.9537
H 0.0902 2.1427 0.1188
H -1.9757 1.0652 0.9598
H 1.2653 0.5927 -1.8355
H 1.6896 -1.9976 1.0250
N -1.2449 0.7294 0.4476
N 2.1619 -0.1635 0.0014
O -0.6038 1.6581 -0.4030
O 2.0994 -0.9991 1.2265
S -3.1607 -0.9061 0.1609
S -0.1584 -1.3721 -0.8205
```

Calculated values
* charge: 0
* LUMO level: -0.5739 eV
* orbital gap: 0.294 Eh

=====

ii | Formula: C2H4N2O2S2
Source: the OMol25 dataset
Level of theory: ωB97M-V/def2-TZVPD

Structure (XYZ):
```
12
C2H4N2O2S2 ωB97M-V/def2-TZVPD
C -0.1776 -0.1463 0.0088
C 2.5652 0.1870 0.1726
N -0.4430 1.0405 0.1668
N -1.7615 -1.0805 -0.4487
O -3.4907 -0.1837 1.0834
O -1.6735 1.4705 0.0333
S 1.2319 -1.1026 -0.0724
S -2.8815 0.0897 -0.1978
H 2.7989 0.5590 -0.8732
H 3.3835 -0.1824 0.7926
H 2.0778 0.9614 0.7256
H -1.6296 -1.6126 -1.3910
```

Calculated values
* charge: 0
* LUMO level: 0.2110 eV
* orbital gap: 0.349 Eh

=====

The winner here is ii, beating the second structure by 0.0677 hartree.

=====

i | Formula: C5H11NS2
Source: the OMol25 dataset
Level of theory: ωB97M-V/def2-TZVPD

Structure (XYZ):
```
19
C5H11NS2 ωB97M-V/def2-TZVPD
C -3.2688 -1.0601 1.4216
C -1.0012 -0.5127 -0.0851
C 1.1828 0.9191 -0.2636
C 1.7648 1.1144 -1.7585
C 2.1194 0.4334 0.8236
H -3.0041 -2.2370 0.9492
H -3.9024 -1.0153 2.3690
H -3.6935 -0.7555 0.4408
H 0.4355 -0.9056 -1.3929
H 0.6898 1.7297 0.1832
H 2.0276 2.4587 -1.8336
H 2.5060 0.2588 -1.8246
H 0.8671 0.5752 -2.7326
H 2.7589 1.3055 1.1327
H 1.4791 0.2592 1.7993
H 2.5244 -0.5432 0.6045
N 0.2797 -0.3042 -0.4230
S -1.8774 0.0927 1.5164
S -1.8877 -1.8130 -0.9264
```

Calculated values
* charge: 0
* LUMO level: 0.3265 eV
* orbital gap: 0.308 Eh

=====

ii | Formula: C5H11NS2
Source: the OMol25 dataset
Level of theory: ωB97M-V/def2-TZVPD

Structure (XYZ):
```
19
C5H11NS2 ωB97M-V/def2-TZVPD
C -0.5089 -1.4503 -0.0526
C -1.7494 -2.0045 0.5055
C 1.4231 1.0634 1.0565
C 1.1675 1.3382 -1.4210
C 1.0891 0.4275 -0.3189
N -0.2654 -0.1733 -0.0244
S -3.1237 0.4667 -0.6124
S -1.5558 1.0377 0.4402
H 0.0639 -2.2716 -0.4010
H -2.7323 -1.9008 -0.0858
H -2.0821 -1.4427 1.4241
H -1.5072 -3.0129 0.8212
H 1.4992 0.3746 1.9148
H 2.3333 1.4997 0.9384
H 0.6979 1.6869 1.3617
H 2.1700 1.5646 -1.5981
H 0.6460 2.1996 -1.2867
H 0.6591 0.9891 -2.2494
H 1.7757 -0.3919 -0.4120
```

Calculated values
* charge: 0
* LUMO level (spin up / spin down): 0.1780 / 0.1785 eV
* orbital gap (spin up / spin down): 0.258 / 0.258 Eh

=====

The winner here is ii, beating the second structure by 0.1008 hartree.

=====

i | Formula: H7NO3Si2
Source: the OMol25 dataset
Level of theory: ωB97M-V/def2-TZVPD

Structure (XYZ):
```
13
H7NO3Si2 ωB97M-V/def2-TZVPD
N -1.1875 0.6670 2.0423
O 1.2420 0.1996 -2.3457
O -1.5256 0.3416 -0.8321
O 0.8949 0.5483 0.3724
Si 1.8868 0.3368 -0.8739
Si -0.6998 0.6111 0.3723
H -0.6030 0.6869 2.8203
H -2.0706 1.0681 2.2253
H 0.2959 0.3557 -2.1132
H -2.0631 -2.6899 -0.1045
H 2.5189 1.6931 -1.1035
H 2.6795 -0.9546 -0.4797
H -1.3683 -2.8637 0.0199
```

Calculated values
* charge: 0
* LUMO level: -0.1097 eV
* orbital gap: 0.387 Eh

=====

ii | Formula: H7NO3Si2
Source: the OMol25 dataset
Level of theory: ωB97M-V/def2-TZVPD

Structure (XYZ):
```
13
H7NO3Si2 ωB97M-V/def2-TZVPD
N -1.7031 -1.2065 -0.4816
O 3.0905 0.6192 0.2692
O -1.8500 1.6478 -0.2339
O 0.4461 0.4466 -0.2428
Si 1.8750 -0.2590 -0.3348
Si -1.0941 0.2803 0.1361
H -1.0555 -1.8518 -0.9962
H -2.5367 -1.1611 -0.9784
H 2.9770 1.1000 1.0276
H -2.3091 1.9319 0.6090
H 1.7343 -1.5171 0.6724
H 1.9695 -0.6964 -1.8074
H -1.5439 0.6661 2.3606
```

Calculated values
* charge: 0
* LUMO level: 0.5755 eV
* orbital gap: 0.356 Eh

=====

The winner here is i, beating the second structure by 0.0197 hartree.